Entry 1:
Here is a cluster of 2 separate species, C27H27F3NO3S in total from OMol25. Energies are from ωB97M-V with the def2-TZVPD basis set.

XYZ file:
```
62
Properties=species:S:1:pos:R:3
C -2.1744 5.4019 4.1680
C -2.8876 4.1907 3.6218
O -2.1958 3.8153 2.4138
C -2.6387 2.6816 1.8152
C -1.8774 2.4916 0.5591
N -1.7583 1.3667 -0.0337
C -0.9187 1.0921 -1.0436
C -1.4682 0.3204 -2.1551
C -0.8956 0.2813 -3.4474
C -1.4607 -0.5278 -4.4294
C -2.6596 -1.2058 -4.1845
C -3.2938 -1.0850 -2.9422
C -2.6946 -0.3280 -1.9400
C 0.4962 1.4704 -0.9914
C 1.4381 0.6429 -1.6477
C 2.7985 0.9279 -1.6264
C 3.2565 2.0211 -0.8858
C 2.3563 2.7949 -0.1477
C 0.9904 2.5297 -0.2000
O -3.5381 1.9766 2.2145
H -2.5745 5.6203 5.1578
H -1.0980 5.2284 4.2656
H -2.3497 6.2784 3.5312
H -2.8547 3.3554 4.3302
H -3.9359 4.4297 3.3864
H -1.6064 3.4538 0.0822
H -0.0064 0.8754 -3.6621
H -0.9572 -0.6280 -5.3922
H -3.1098 -1.8101 -4.9710
H -4.2438 -1.5772 -2.7376
H -3.1478 -0.2232 -0.9558
H 1.0758 -0.2606 -2.1432
H 3.4942 0.3149 -2.2033
H 4.3203 2.2493 -0.8692
H 2.7051 3.6329 0.4566
H 0.3115 3.1444 0.3856
C 3.1828 -3.1723 1.5418
C 1.9823 -2.3004 1.1953
C 2.2724 -0.8488 1.5647
C 1.5730 -2.4583 -0.2867
C 0.2672 -2.7557 -0.6670
C -0.0742 -2.8759 -2.0167
C 0.8998 -2.7678 -3.0031
C 2.2264 -2.5278 -2.6314
C 2.5538 -2.3585 -1.2849
O 0.9020 -2.8173 1.9983
S -0.4599 -1.8186 2.2056
C -1.1912 -3.0337 3.3717
F -0.2928 -3.3569 4.3415
F -2.2957 -2.5037 3.9642
F -1.5524 -4.1899 2.7465
H 4.0852 -2.8421 1.0079
H 3.3676 -3.1447 2.6220
H 2.9907 -4.2069 1.2442
H 3.2684 -0.5517 1.2046
H 1.5577 -0.1657 1.0840
H 2.2187 -0.7246 2.6567
H -0.5121 -2.9197 0.0843
H -1.1095 -3.0866 -2.2792
H 0.6392 -2.8824 -4.0558
H 3.0142 -2.4857 -3.3854
H 3.5893 -2.1467 -1.0019
```

Kohn-Sham gap = 4.9 eV
Lowest unoccupied orbital energy = 2.73 eV
Total charge = -1
E = -55057.2568 eV

Mulliken population analysis, charges in e, atoms 1 to 4: -1.19 -0.20 -0.25 -0.04


Entry 2:
Here is a structure of composition C6H10I3N2 from OMol25. Energies are from ωB97M-V with the def2-TZVPD basis set.

XYZ file:
```
21
Properties=species:S:1:pos:R:3
C -0.7214 0.2361 -0.9285
C -0.6880 0.0815 0.3701
C 1.6001 0.2306 -3.2125
C 3.2690 1.7347 -1.9789
C -0.6037 -1.7175 1.9467
C -2.4362 0.0264 2.2062
N 2.4633 0.7822 -2.6253
N -1.4399 -0.7653 1.2510
I -1.8901 -1.1843 -2.1136
I 0.4763 1.6565 1.2187
I 0.6438 -0.7164 -4.6321
H 4.2328 1.3815 -1.5984
H 2.6189 2.2408 -1.1882
H 3.4703 2.4412 -2.7710
H -1.1650 -2.6106 2.4092
H 0.1660 -2.0773 1.1348
H -0.0430 -1.2611 2.7555
H -1.8863 0.5194 3.0608
H -2.7904 0.9132 1.6921
H -3.1329 -0.6892 2.5058
H -2.1436 -1.2223 0.4977
```

2S+1 = 3
Kohn-Sham gap (spin up / spin down) = 3.8 / 5.7 eV
Lowest unoccupied orbital energy (spin up / spin down) = -4.04 / -6.08 eV
Total charge = +1
E = -33651.6559 eV

Mulliken population analysis, charges in e, atoms 1 to 4: -0.43 0.00 -0.11 -0.55


Entry 3:
Here is an isolated molecule of C23H22FN3O2 from OMol25. Energies are from ωB97M-V with the def2-TZVPD basis set.

XYZ file:
```
51
Properties=species:S:1:pos:R:3
O -1.7085 0.3860 0.3017
C -0.9896 1.3822 0.2671
C -0.6533 2.0359 -1.0220
C 0.6426 2.4659 -1.2924
C 0.9346 3.0498 -2.5111
C -0.0592 3.2161 -3.4618
C -1.3457 2.7727 -3.2036
C -1.6393 2.1718 -1.9942
C -0.4472 2.0241 1.4453
C 0.0104 3.3308 1.5896
C 0.3511 3.5105 2.9293
C 0.1036 2.3161 3.5709
N -0.4069 1.4396 2.6887
C -0.6563 0.0482 2.9308
C 0.5893 -0.7531 2.5147
O 1.6707 -0.2087 2.4193
N 0.4262 -2.0798 2.3175
C -0.8329 -2.7738 2.1789
C -1.2319 -2.7984 0.6862
N -0.0412 -2.8941 -0.1354
C 0.1738 -1.9878 -1.1599
C 1.4430 -1.4919 -1.4694
C 1.6374 -0.6659 -2.5601
C 0.5576 -0.3212 -3.3472
F 0.7524 0.4630 -4.4364
C -0.7158 -0.7716 -3.0542
C -0.9019 -1.6013 -1.9688
C 1.0435 -3.5886 0.5072
C 1.5364 -2.8348 1.7601
H 1.4189 2.3161 -0.5568
H 1.9428 3.3735 -2.7237
H 0.1736 3.6745 -4.4110
H -2.1173 2.8884 -3.9505
H -2.6352 1.8124 -1.7799
H 0.0574 4.0676 0.8122
H 0.7346 4.4039 3.3804
H 0.2566 2.0465 4.5982
H -0.8458 -0.1112 3.9964
H -1.5244 -0.2460 2.3401
H -0.6853 -3.7908 2.5559
H -1.6125 -2.3091 2.7786
H -1.7520 -1.8729 0.4348
H -1.9018 -3.6497 0.5018
H 2.2942 -1.7338 -0.8537
H 2.6187 -0.2860 -2.7973
H -1.5440 -0.4840 -3.6818
H -1.8920 -1.9704 -1.7563
H 1.8585 -3.7367 -0.2004
H 0.6708 -4.5794 0.7936
H 1.9190 -3.5377 2.5087
H 2.3226 -2.1167 1.5197
```

Kohn-Sham gap = 7.9 eV
Lowest unoccupied orbital energy = 0.41 eV
SMILES = O=C(c1ccccc1)c1cccn1CC(=O)N1CCN(c2ccc(F)cc2)CC1
E = -35491.1684 eV

Mulliken population analysis, charges in e, atoms 1 to 4: -0.75 0.66 1.07 -0.45


E of number 2 (C6H10I3N2)?
-33651.6559 eV


Which of these has the lowest E?
C27H27F3NO3S